(1)
# C8H11BrO2

The molecule C8H11BrO2 in a non-equilibrium geometry (ωB97M-V/def2-TZVPD, OMol25).

Calculated values
Highest occupied orbital energy (alpha / beta), eV: -6.302 / -6.954
Total energy, eV: -82605.9873
Gap between HOMO and LUMO (alpha / beta), eV: 7.17 / 7.83

Last column: Löwdin charge in e.
Atoms and positions in Å:
C  -1.72359  1.29504  0.83413  -0.19
C  -2.43127  0.71389  -0.10381  -0.65
C  -0.26674  1.64643  0.76323  -0.14
C  1.20713  -2.48959  0.61699  -0.06
C  -0.00257  -2.72262  -0.43710  -0.10
C  0.42013  0.91321  -0.41775  -0.31
C  0.55088  -0.53740  -0.25541  -0.32
C  1.83596  1.37201  -0.50223  -0.08
O  1.25500  -1.15559  0.59851  0.05
O  -0.27368  -1.38978  -1.04082  -0.02
Br  -4.26214  0.43592  -0.14201  0.70
H  -2.14490  1.82793  1.63966  0.09
H  -0.17291  2.66806  0.63577  0.09
H  0.18988  1.33019  1.75952  0.15
H  -2.01081  0.26669  -1.04855  0.06
H  1.56481  -3.11284  1.35037  0.06
H  0.32248  -3.51776  -1.28611  0.14
H  -0.87783  -3.21027  -0.03674  0.08
H  -0.12277  1.36244  -1.21026  0.14
H  2.45527  0.96378  0.34246  0.10
H  2.07845  2.43988  -0.66716  0.09
H  2.40921  0.90040  -1.39269  0.12

=====

(2)
# C8H11ClO2

The molecule C8H11ClO2 in a non-equilibrium geometry (ωB97M-V/def2-TZVPD, OMol25).

Calculated values
Highest occupied orbital energy (alpha / beta), eV: -7.215 / -7.215
Total energy, eV: -25088.5402
Gap between HOMO and LUMO (alpha / beta), eV: 6.56 / 6.56

Last column: Löwdin charge in e.
Atoms and positions in Å:
C  -1.08082  -0.17792  -0.29917  -0.47
C  2.21906  0.66305  -1.15346  -0.15
C  1.08651  1.63835  -0.77652  -0.09
C  2.28021  -0.41339  -0.09897  -0.09
C  0.17730  0.83597  0.22884  -0.12
C  -2.03093  -0.54461  0.59078  -0.63
C  1.09977  -0.14973  0.80305  -0.16
C  -3.30607  -1.24057  0.12565  -0.12
O  -0.94928  -0.47405  -1.48131  0.00
O  1.05105  -0.77129  1.99585  0.13
Cl  -2.09490  0.03447  2.28348  0.63
H  1.83285  0.12443  -2.10456  0.15
H  3.11561  0.98885  -1.43356  0.06
H  1.27245  2.56808  -0.31935  0.10
H  0.63325  1.80328  -1.71543  0.10
H  2.33700  -1.51609  -0.25788  0.15
H  3.23479  -0.22850  0.40395  0.13
H  -0.33602  1.51036  0.83067  0.10
H  -3.25212  -1.31800  -0.96943  0.07
H  -4.16284  -0.60615  0.45838  0.08
H  -3.30537  -2.26153  0.54909  0.07
H  0.17850  -0.46501  2.33991  0.06

=====

(3)
# C8H11F3N3NiO9P2S

A structure of composition C8H11F3N3NiO9P2S (ωB97M-V/def2-TZVPD, OMol25).

Calculated values
Multiplicity: 3
Charge: -1
Highest occupied orbital energy (alpha / beta), eV: -5.047 / -5.038
Total energy, eV: -109988.5927
Gap between HOMO and LUMO (alpha / beta), eV: 7.73 / 7.71

Last column: Löwdin charge in e.
Atoms and positions in Å:
Ni  -0.45752  -0.58830  0.85665  0.69
F  -3.09916  4.61200  0.33094  0.12
C  -1.80900  4.82569  0.63022  -0.61
F  -1.18079  5.17423  -0.50209  0.12
F  -1.79496  5.93865  1.41472  0.09
C  -1.16854  3.66227  1.33819  -0.13
C  -0.62500  3.86730  2.58119  -0.02
C  -0.01322  2.81942  3.26414  -0.07
C  -0.02419  1.59177  2.65151  -0.13
N  -0.56574  1.36117  1.45241  -0.04
C  -1.11245  2.37472  0.71411  -0.68
S  -1.66296  2.07046  -0.86009  0.71
H  -0.67016  4.85108  3.02649  0.12
H  0.43835  2.95542  4.23519  0.10
H  0.42155  0.73160  3.14414  0.12
N  2.44165  -2.89838  -2.22801  0.15
C  1.17105  -2.39218  -1.54827  -0.47
C  -0.03305  -2.93218  -2.30119  -0.08
P  1.38020  -0.52848  -1.56931  0.34
O  0.16291  0.07054  -2.36045  -0.17
O  2.67137  -0.35612  -2.30735  -0.31
O  1.30041  -0.09632  -0.11232  -0.36
P  1.30368  -3.06536  0.17980  0.31
O  2.70481  -2.37412  0.61881  -0.16
O  1.53795  -4.51948  0.04736  -0.30
O  0.17492  -2.49557  1.00291  -0.31
H  2.92670  -2.00615  -2.52777  0.10
H  2.21603  -3.50704  -3.00895  0.15
H  3.01485  -3.41918  -1.56110  0.13
H  -0.02793  -2.59222  -3.34035  0.09
H  -0.94954  -2.56465  -1.84424  0.06
H  -0.03817  -4.02429  -2.26126  0.08
H  -0.45396  0.64455  -1.82626  -0.07
H  2.55909  -1.41115  0.67962  0.05
O  -3.81229  -1.93977  0.30402  0.08
N  -2.72354  -1.46240  0.49415  -0.52
O  -1.91733  -1.20222  -0.45753  -0.10
O  -2.28599  -1.17532  1.64996  -0.05

=====

(4)
# C8H11FO2S

The molecule C8H11FO2S in a non-equilibrium geometry (ωB97M-V/def2-TZVPD, OMol25).

Calculated values
SMILES: CC1(C)CC(=O)C(F)(S)C(=O)C1
Highest occupied orbital energy, eV: -10.363
Total energy, eV: -26119.8199
Gap between HOMO and LUMO, eV: 10.10

Last column: Löwdin charge in e.
Atoms and positions in Å:
C  2.26479  -0.01739  -0.68517  -0.05
C  0.86229  -0.13583  -0.03852  -0.54
C  1.11732  -0.29370  1.49845  -0.01
C  0.07243  -1.34939  -0.55271  -0.05
C  -1.37296  -1.34673  -0.04246  -0.43
O  -1.96079  -2.34626  0.21764  0.16
C  -2.04470  -0.03692  -0.02505  -0.44
F  -3.29862  -0.16182  1.05193  -0.13
S  -2.64888  0.50159  -1.70127  0.92
C  -1.26277  1.15747  0.42968  -0.43
O  -1.69589  2.02524  1.17940  0.12
C  0.13956  1.20023  -0.13665  -0.10
H  2.96398  -0.69078  -0.27901  0.05
H  2.64654  1.05902  -0.56542  0.11
H  2.31603  -0.16268  -1.87890  0.13
H  0.08909  -0.39787  2.09245  0.15
H  1.48146  0.51991  1.87205  0.02
H  1.71377  -1.17300  1.71028  0.09
H  0.65933  -2.25345  -0.35308  0.14
H  -0.04697  -1.24555  -1.69875  0.16
H  -2.85735  1.71693  -1.29692  -0.12
H  0.27049  1.45896  -1.20393  0.14
H  0.59184  1.97201  0.40594  0.11

=====

- Among the records above, which one has the highest total energy?
  C8H11ClO2

=====

- Which value of total energy does entry 1 give?
  -82605.9873 eV